The following is a quantum chemistry calculation of one molecule with the formula C14H18BClO3 in a non-equilibrium geometry, from the Open Molecules 2025 dataset.

As for the gap between HOMO and LUMO: 7.79 eV. Its molar mass is 280.6 g mol⁻¹. The SMILES is C=CCC1=C(Cl)C(=O)C(CC(C)C)=C(B(C)O)C1=O. The electronic energy comes out at -1254.68790 hartree.

Structure (ORCA input):
```
! RIJCOSX wB97M-V def2-TZVPD def2/J DEFGRID3
* xyz 0 1
Cl 1.86409 -2.18354 -2.55372
O -3.75004 2.00368 0.56460
O -3.36499 -1.40562 -0.89174
O 0.63937 0.87843 -3.35641
C 0.33719 -1.33906 -1.92883
C -2.09143 -0.99594 -0.78606
C -1.97666 1.46563 2.48932
C 1.57851 2.36076 0.14414
C -0.49571 1.16652 -0.97103
C 0.16721 2.62909 -0.64628
C -1.65374 0.53706 -0.28153
C 0.22075 0.30183 -2.21029
C 0.71290 -3.89556 1.50249
C 0.54628 -4.05375 0.02836
C -0.74448 -3.57437 -0.86227
C 1.58840 0.98276 1.05921
C -0.79738 -1.97047 -1.20229
C 2.88038 2.20257 -0.89371
B -2.45035 1.33029 0.91814
H -0.54875 3.40485 -0.14238
H 1.83979 0.07607 0.32465
H 2.42974 1.07638 1.88765
H 1.81945 3.32432 0.78982
H 2.94034 3.09904 -1.64373
H -2.08580 0.43609 3.07985
H -2.73134 2.20670 3.04179
H 1.42884 -4.62122 -0.53661
H 0.46327 3.10046 -1.70254
H 1.53681 -4.55816 2.05672
H 0.12652 -3.14249 2.18468
H -0.69537 -4.15375 -1.90266
H 3.84476 2.10887 -0.19665
H -1.73050 -3.90832 -0.31306
H -0.90814 1.95051 2.63463
H 0.56633 0.74262 1.57616
H 2.83336 1.16466 -1.47911
H -4.33961 1.25301 0.21868
*
```